{
  "formula": "C38H53MnN4OP2S",
  "method": "wB97M-V/def2-TZVPD",
  "s2": 8.8890,
  "gap_ev": [6.3, 5.9],
  "multiplicity": 6,
  "charge": 1,
  "homo_ev": [-8.728, -9.546],
  "elements": ["C", "C", "C", "C", "C", "H", "H", "H", "N", "P", "P", "C", "H", "H", "C", "O", "C", "H", "C", "C", "C", "C", "C", "H", "H", "H", "C", "H", "H", "H", "C", "H", "H", "H", "C", "H", "H", "H", "C", "H", "H", "H", "C", "H", "H", "H", "C", "H", "H", "H", "C", "H", "H", "H", "C", "H", "H", "H", "C", "H", "H", "H", "C", "H", "H", "H", "C", "H", "H", "H", "Mn", "N", "C", "C", "C", "C", "C", "H", "C", "H", "C", "H", "H", "H", "N", "C", "N", "C", "C", "C", "C", "C", "C", "S", "H", "H", "H", "H", "H", "H"],
  "positions_angstrom": [[-1.56, 0.49, -2.82], [-1.70, 1.82, -0.95], [-2.45, 1.31, -3.51], [-2.33, 2.86, -1.68], [-2.78, 2.56, -2.97], [-2.91, 0.94, -4.43], [-2.56, 3.81, -1.20], [-3.40, 3.25, -3.53], [-0.96, 0.90, -1.68], [0.27, -1.57, -2.53], [-1.13, 2.26, 2.19], [-1.36, -0.97, -3.17], [-2.15, -1.58, -2.69], [-1.48, -1.09, -4.26], [1.02, -0.60, 1.12], [1.21, -0.92, 2.23], [-2.11, 1.40, 0.40], [-3.03, 1.90, 0.69], [-2.55, 2.20, 3.43], [0.49, 3.02, 2.75], [0.04, -3.39, -2.07], [1.33, -1.20, -4.06], [-2.51, 0.79, 4.07], [-1.55, 0.58, 4.54], [-3.30, 0.73, 4.83], [-2.71, 0.02, 3.31], [-2.42, 3.29, 4.52], [-1.52, 3.17, 5.14], [-2.44, 4.29, 4.08], [-3.29, 3.21, 5.20], [-3.93, 2.38, 2.76], [-4.67, 2.59, 3.56], [-3.94, 3.23, 2.05], [-4.27, 1.47, 2.24], [0.94, 2.43, 4.10], [1.18, 1.36, 3.97], [1.85, 2.95, 4.41], [0.20, 2.53, 4.90], [1.61, 2.71, 1.74], [1.84, 1.64, 1.69], [1.38, 3.06, 0.73], [2.53, 3.23, 2.07], [0.24, 4.53, 2.78], [-0.45, 4.83, 3.59], [1.19, 5.04, 2.94], [-0.19, 4.87, 1.83], [2.75, -1.73, -3.80], [3.40, -1.42, -4.64], [3.17, -1.31, -2.87], [2.77, -2.82, -3.74], [1.38, 0.33, -4.26], [0.39, 0.75, -4.47], [1.80, 0.85, -3.40], [2.02, 0.55, -5.13], [0.77, -1.80, -5.36], [1.48, -1.58, -6.18], [0.66, -2.89, -5.32], [-0.19, -1.36, -5.65], [-1.22, -3.56, -1.20], [-2.14, -3.41, -1.77], [-1.23, -4.58, -0.80], [-1.22, -2.87, -0.35], [1.27, -3.84, -1.25], [1.28, -3.36, -0.26], [1.22, -4.93, -1.11], [2.22, -3.60, -1.76], [-0.10, -4.27, -3.32], [-0.94, -3.94, -3.96], [0.82, -4.31, -3.91], [-0.32, -5.29, -2.99], [0.35, -0.20, -0.54], [-1.11, -0.80, 0.46], [-2.14, -0.01, 0.57], [-3.46, -0.70, 0.77], [-3.52, -1.91, 1.48], [-4.59, -0.20, 0.12], [-4.75, -2.57, 1.61], [-2.60, -2.35, 1.87], [-5.81, -0.89, 0.22], [-4.51, 0.67, -0.54], [-5.89, -2.07, 0.97], [-4.79, -3.48, 2.22], [-6.69, -0.50, -0.30], [-6.84, -2.60, 1.06], [1.74, 2.81, -1.47], [2.68, 1.84, -1.30], [2.41, 0.60, -0.87], [3.62, -0.11, -0.65], [3.74, -1.40, -0.14], [5.02, -1.97, -0.02], [6.15, -1.23, -0.38], [6.04, 0.08, -0.86], [4.77, 0.63, -1.00], [4.34, 2.25, -1.56], [2.08, 3.65, -1.92], [0.77, 2.54, -1.65], [2.85, -1.93, 0.19], [5.11, -2.98, 0.37], [7.14, -1.69, -0.27], [6.91, 0.68, -1.13]],
  "lowdin_spin": [0.02, 0.09, 0.05, 0.05, 0.03, 0.00, 0.00, 0.00, 0.12, 0.03, 0.86, 0.01, 0.00, 0.00, -0.09, -0.05, 0.24, 0.00, 0.08, 0.15, 0.00, 0.01, 0.04, 0.00, 0.01, 0.00, 0.01, 0.00, 0.00, 0.00, 0.01, 0.00, 0.00, 0.00, 0.03, 0.00, 0.01, 0.00, 0.01, 0.00, 0.00, 0.00, 0.05, 0.00, 0.01, 0.01, 0.00, 0.00, 0.00, 0.00, 0.00, 0.00, 0.00, 0.00, 0.00, 0.00, 0.00, 0.00, 0.00, 0.00, 0.00, 0.00, 0.00, 0.00, 0.00, 0.00, 0.00, 0.00, 0.00, 0.00, 2.99, 0.04, 0.09, 0.00, 0.01, 0.01, 0.00, 0.00, 0.00, 0.00, 0.01, 0.00, 0.00, 0.00, 0.00, 0.01, 0.02, 0.00, 0.00, 0.00, 0.00, 0.00, 0.00, 0.00, 0.00, 0.00, 0.00, 0.00, 0.00, 0.00]
}